This record from the Open Molecules 2025 dataset describes a 3-piece molecular cluster, C18H37N2O5S2 overall. The level of theory is ωB97M-V/def2-TZVPD.

Positions of all 64 atoms, in Å:
C (-1.39, -0.44, 2.86)
C (-1.74, 0.09, 1.47)
N (-0.48, 0.14, 0.70)
C (-2.24, 1.54, 1.60)
C (-2.96, 2.16, 0.37)
C (-1.97, 3.02, -0.41)
C (-4.17, 3.05, 0.75)
N (-3.41, 1.05, -0.53)
O (-2.63, 0.78, -1.52)
C (-3.97, -0.18, 0.12)
C (-4.57, -1.07, -0.98)
C (-5.06, 0.14, 1.14)
C (-2.78, -0.86, 0.81)
H (-1.23, -1.51, 2.83)
H (-2.18, -0.22, 3.59)
H (-0.47, 0.02, 3.21)
H (-0.70, 0.41, -0.25)
H (-0.09, -0.80, 0.63)
H (-2.86, 1.63, 2.49)
H (-1.35, 2.15, 1.79)
H (-1.80, 3.94, 0.15)
H (-2.37, 3.28, -1.39)
H (-1.02, 2.53, -0.55)
H (-5.03, 2.82, 0.13)
H (-4.47, 2.91, 1.79)
H (-3.93, 4.10, 0.61)
H (-4.37, -0.65, -1.96)
H (-5.65, -1.17, -0.86)
H (-4.14, -2.07, -0.94)
H (-5.53, -0.80, 1.43)
H (-5.83, 0.79, 0.73)
H (-4.67, 0.59, 2.05)
H (-2.25, -1.46, 0.07)
H (-3.18, -1.54, 1.56)
C (4.30, -1.24, 2.02)
C (4.46, -2.72, 1.66)
C (3.16, -3.43, 2.08)
S (1.87, -2.19, 1.97)
O (1.32, -1.93, 3.28)
O (0.95, -2.52, 0.90)
C (2.93, -0.83, 1.50)
H (5.08, -0.63, 1.56)
H (4.36, -1.10, 3.10)
H (4.59, -2.82, 0.58)
H (5.32, -3.17, 2.15)
H (2.88, -4.26, 1.44)
H (3.19, -3.76, 3.12)
H (2.51, 0.07, 1.94)
H (2.93, -0.79, 0.41)
C (2.98, 1.66, -3.75)
C (3.05, 0.45, -4.68)
C (4.03, -0.55, -4.06)
S (3.95, -0.28, -2.29)
O (5.23, 0.19, -1.82)
O (3.34, -1.42, -1.64)
C (2.81, 1.10, -2.34)
H (2.16, 2.33, -4.00)
H (3.91, 2.24, -3.80)
H (2.06, -0.01, -4.77)
H (3.37, 0.73, -5.69)
H (3.77, -1.59, -4.25)
H (5.06, -0.37, -4.36)
H (3.07, 1.78, -1.54)
H (1.81, 0.69, -2.18)

Output
E_tot: -54152.306 eV
Gap between HOMO and LUMO (alpha / beta): 0.3122 / 0.3443 hartree
Expectation value of S²: 0.754
LUMO level (alpha / beta): 0.57 / 0.56 eV
Multiplicity: 2